Entry from the OMol25 dataset: C62H109F6N15O4S2 as an isolated structure in a non-equilibrium geometry (ωB97M-V/def2-TZVPD).

```
198
Properties=species:S:1:pos:R:3:forces:R:3
C 17.6593 14.3488 29.3061 1.04 -0.31 0.48
C 16.5079 15.0795 28.6640 -0.51 1.03 0.85
C 15.8553 14.3137 27.5572 0.34 -2.55 -0.09
N 14.9245 14.9943 26.6717 -0.96 0.51 -1.49
C 13.5765 15.3008 27.2609 0.96 1.39 0.44
C 14.6123 14.1410 25.4142 1.31 0.39 -0.02
C 14.2082 15.1755 24.3587 -0.71 -0.80 -0.49
C 14.9802 16.4436 24.7159 0.67 1.35 -0.12
C 15.5925 16.2457 26.1083 -0.94 -0.92 0.17
H 17.3507 13.4074 29.7585 -0.13 -0.07 0.04
H 18.1360 14.9434 30.1058 -0.47 -0.12 -0.27
H 18.4871 14.1094 28.6293 -0.34 0.10 -0.26
H 16.8417 16.0598 28.3398 0.17 0.09 -0.22
H 15.7637 15.2920 29.4573 0.19 -0.09 -0.35
H 15.3149 13.4604 27.9872 -0.10 0.10 0.08
H 16.5708 13.8215 26.8701 0.10 0.64 0.56
H 13.1796 14.3670 27.5651 -0.56 -0.81 0.48
H 12.9554 15.7686 26.4854 0.26 -0.06 0.52
H 13.7045 15.9904 28.1371 -0.17 -0.64 -0.85
H 13.8540 13.4202 25.7138 0.06 -0.06 -0.22
H 15.5592 13.6322 25.1105 -0.67 0.32 0.41
H 13.1128 15.3199 24.4454 0.65 0.14 -0.24
H 14.4331 14.8236 23.3167 -0.21 0.29 1.18
H 14.3348 17.3396 24.7447 0.33 -0.71 -0.05
H 15.7852 16.7083 24.0065 -0.50 -0.48 0.28
H 15.3465 17.0153 26.8230 0.17 0.49 0.01
H 16.6371 15.9778 26.1680 0.38 0.39 -0.54
C 17.8695 16.0335 21.7095 1.19 -0.81 0.92
F 17.7000 16.1751 23.0795 0.79 0.29 -1.83
F 18.7731 16.8980 21.2103 -0.71 -0.68 0.99
F 18.3768 14.7506 21.5415 -0.58 1.63 0.05
S 16.2288 16.1674 20.9474 1.38 -0.50 -0.84
O 15.5674 15.1280 21.6523 -0.84 -1.71 0.02
O 15.6908 17.4519 21.1804 -0.26 1.90 0.11
N 16.7549 15.9108 19.4694 -1.80 0.33 -1.01
S 15.5788 16.1799 18.3269 0.53 0.93 2.16
O 14.2906 15.7166 18.8403 1.02 0.45 -1.09
O 15.6763 17.4828 17.6718 -0.07 -1.72 0.66
C 16.1621 14.9662 17.0884 -0.08 -0.23 -0.11
F 15.3847 15.2461 16.0200 0.88 -0.63 0.06
F 17.4761 15.0731 16.8053 -1.13 0.17 -0.12
F 15.9552 13.7085 17.5004 -0.13 0.48 -0.33
C 13.8985 10.2012 21.6633 -0.95 -0.17 -0.49
C 13.8041 11.7262 21.5012 -1.16 -1.15 1.75
C 14.4647 12.2582 20.2801 0.75 1.26 -0.16
C 15.8965 11.8687 20.1960 1.38 -0.45 -0.35
N 16.9913 11.4744 20.1051 -2.08 0.82 0.23
H 14.8758 9.9003 22.0064 0.36 -0.24 -0.08
H 13.6455 9.7169 20.7044 0.45 0.06 0.21
H 13.1428 9.7828 22.3521 0.38 0.48 0.00
H 14.0974 12.1648 22.4615 0.45 0.35 -0.36
H 12.7473 11.9731 21.4295 -0.20 0.14 -0.15
H 14.3259 13.3718 20.2453 0.53 -0.91 -0.16
H 13.9431 11.8285 19.4344 0.10 -0.05 -0.46
C 14.7551 22.4108 17.7218 0.70 -0.46 0.55
C 14.9757 20.9657 18.1853 0.65 0.48 0.33
C 13.9266 20.2909 19.0864 0.13 -0.02 0.31
C 13.6720 20.9449 20.4208 -0.01 -0.52 -0.50
N 13.4119 21.3470 21.4717 0.23 -0.16 -0.66
H 14.3351 22.9190 18.5656 -0.05 0.86 0.48
H 14.0723 22.5528 16.9065 -0.36 -0.26 -0.52
H 15.7373 22.8432 17.4506 -0.62 -0.03 0.15
H 15.9401 20.9537 18.7390 -0.54 -0.10 -0.24
H 15.1260 20.3431 17.3196 -0.02 -0.52 -0.24
H 14.3234 19.2809 19.2572 -0.14 0.18 0.39
H 12.9684 20.1083 18.5904 0.04 0.38 -0.02
C 11.6480 16.5311 21.4484 2.10 -0.08 -0.25
C 12.4740 17.8006 21.8431 -0.87 -1.51 -0.76
C 11.9013 18.4444 23.0711 -1.51 1.32 -0.95
C 12.0114 17.8088 24.3214 0.17 -0.89 1.67
N 12.1586 17.3560 25.3681 -0.50 0.17 -0.21
H 10.6909 16.7510 21.0450 -0.95 0.33 -0.22
H 11.5570 15.8458 22.2862 -0.18 0.01 0.32
H 12.2180 15.9599 20.6886 -0.30 0.36 0.18
H 12.3347 18.5861 21.1027 0.36 -0.26 -0.40
H 13.5280 17.5046 21.8917 -0.23 0.47 0.26
H 10.8107 18.6697 22.9032 0.86 -0.29 0.10
H 12.3498 19.4101 23.1879 0.37 0.81 0.14
C 21.8585 17.5335 19.7811 0.12 0.75 0.80
C 23.2235 18.1865 19.3987 -0.66 -0.86 0.00
C 24.0123 18.6606 20.6179 -0.28 -0.68 0.56
C 24.4503 17.5372 21.4722 -0.28 0.28 -0.63
N 24.7726 16.5989 22.0454 0.06 -0.18 0.32
H 21.9994 16.6002 20.3940 -0.13 1.00 -0.45
H 21.2725 17.2725 18.9056 0.20 -0.18 -0.19
H 21.2336 18.2949 20.3315 0.58 -0.88 -0.20
H 23.0732 19.0405 18.7325 -0.05 -0.14 0.06
H 23.7969 17.4248 18.8622 0.11 0.25 -0.07
H 23.3956 19.3063 21.2251 -0.30 0.26 0.26
H 24.8835 19.2330 20.3752 0.58 0.30 -0.40
C 21.2036 13.2764 20.3309 1.35 -0.38 0.18
C 20.0235 12.6200 19.6325 0.82 -0.74 0.91
C 19.2884 13.4827 18.6307 0.99 0.22 0.83
C 20.2449 14.3357 17.9202 0.87 2.59 -2.65
N 20.8563 15.1091 17.2724 -1.51 -2.35 2.04
H 20.9501 14.1852 20.8227 -0.57 1.00 0.30
H 22.0617 13.5587 19.6611 -0.80 -0.55 0.43
H 21.5968 12.6420 21.1647 -0.19 0.17 -0.86
H 19.3053 12.2953 20.3738 -0.21 -0.03 0.17
H 20.4030 11.6897 19.2093 -0.13 0.01 -0.44
H 18.6014 14.1246 19.1856 -0.12 0.08 -0.35
H 18.7603 12.8270 17.9693 -0.49 0.00 -0.63
C 19.1082 11.7358 15.1154 0.08 -1.05 0.10
C 17.9698 10.8039 15.5271 0.48 0.23 1.42
C 18.4981 9.5722 16.4050 -0.67 1.83 -0.88
C 19.5611 8.9909 15.6127 1.79 -1.96 -1.27
N 20.3821 8.4976 14.9444 -1.59 1.12 1.33
H 18.7566 12.6693 14.7205 -0.33 0.53 -0.13
H 19.6370 11.2222 14.3200 0.75 0.24 0.08
H 19.7274 11.9386 16.0060 0.10 -0.05 -0.59
H 17.4599 10.3506 14.6871 -0.25 0.24 -0.25
H 17.3156 11.4756 16.0952 -0.50 -0.82 0.17
H 17.6607 8.9002 16.5577 0.15 -0.35 0.04
H 18.8902 9.8803 17.3729 -0.04 0.13 0.03
C 20.8218 19.2905 16.5919 -0.17 -0.54 -0.28
C 19.4688 18.7443 17.0537 -0.66 0.99 -1.58
C 18.8111 17.7400 16.0417 -0.02 0.60 1.08
C 18.7249 18.3279 14.7400 -0.44 1.53 -2.05
N 18.6598 18.8689 13.7154 0.07 -0.71 1.13
H 21.2011 20.0864 17.2394 -0.06 -0.25 0.01
H 20.7550 19.6853 15.5764 -0.13 0.16 0.06
H 21.5246 18.4641 16.5258 0.39 -0.01 0.20
H 18.7988 19.6154 17.1449 -0.04 -0.42 0.16
H 19.5254 18.2552 17.9887 0.09 -0.47 1.07
H 17.7889 17.4608 16.3771 0.77 0.06 -0.14
H 19.4486 16.8839 15.9075 0.15 -0.73 0.38
C 13.5447 19.0791 12.3757 -1.38 -2.28 1.01
C 14.7117 19.2207 13.3115 -0.48 1.56 -0.05
C 14.7456 18.4660 14.6110 -0.25 -0.84 1.11
C 13.5688 18.6220 15.5080 -2.87 0.39 1.63
N 12.6734 18.8049 16.2595 2.94 -0.59 -2.46
H 13.4718 18.0774 11.9076 0.29 0.49 -0.01
H 13.5357 19.8406 11.6349 0.05 0.59 -0.63
H 12.6278 19.1362 12.9788 -0.07 0.31 -0.29
H 14.6388 20.2641 13.5988 0.60 0.46 0.03
H 15.5931 19.0761 12.7257 1.00 -0.13 0.13
H 15.5122 18.7958 15.3168 0.57 0.22 -0.52
H 14.9714 17.4115 14.4501 -0.36 -0.19 0.13
C 17.3661 10.8443 24.0785 -0.73 -0.42 0.33
C 18.3931 10.6364 25.2135 0.19 -0.45 -0.86
C 18.0687 9.3457 26.0043 1.03 -0.34 0.07
C 18.1011 8.1484 25.1566 -0.15 0.61 0.06
N 18.1240 7.2169 24.4944 0.03 -0.48 -0.33
H 17.5176 11.7663 23.5247 0.02 0.25 0.12
H 16.3283 10.8318 24.5066 0.78 0.28 -0.24
H 17.3391 10.0547 23.3222 0.37 -0.11 0.19
H 18.3881 11.5351 25.8162 -0.15 -0.03 0.62
H 19.4391 10.5777 24.8300 -0.75 -0.16 0.04
H 17.1109 9.3494 26.4866 -0.72 0.34 0.13
H 18.7737 9.0889 26.8106 0.04 0.59 -0.17
C 13.5977 12.8156 15.0006 -0.66 -0.94 -0.67
C 12.8721 13.2681 13.7132 -0.64 1.11 0.67
C 13.0244 12.2668 12.5428 -0.08 1.18 0.59
C 12.3956 11.0278 12.9116 -0.08 -1.29 0.21
N 11.9706 10.0193 13.2665 -0.05 0.31 -0.12
H 13.5200 13.4581 15.8659 -0.34 0.44 -0.06
H 14.6598 12.6299 14.8549 0.15 -0.01 -0.27
H 13.1231 11.8590 15.2519 0.33 0.01 0.33
H 13.1753 14.2886 13.4297 0.21 -0.51 -0.26
H 11.7726 13.3953 13.9225 0.94 -0.33 -0.08
H 14.0673 12.0931 12.3130 0.31 -0.10 -0.05
H 12.5503 12.6595 11.6539 -0.10 0.15 -0.26
C 10.7586 15.8462 16.9370 -0.15 0.73 0.07
C 11.1523 14.4571 17.4870 -1.83 0.60 -0.09
C 10.2868 13.9930 18.6994 -0.49 0.44 -0.90
C 8.8126 13.9137 18.3921 1.98 -0.07 0.69
N 7.6731 13.9293 18.3133 -0.72 -0.06 -0.31
H 9.6758 16.0014 16.7140 0.58 -0.67 0.40
H 11.2385 16.0433 15.9807 0.27 -0.14 -0.07
H 11.0394 16.7063 17.5622 0.09 -0.42 0.12
H 12.1881 14.3610 17.8017 0.15 0.26 -0.27
H 10.9141 13.7768 16.6627 0.45 -0.31 0.22
H 10.3476 14.6731 19.5543 0.23 -0.02 -0.13
H 10.7099 13.0356 18.9842 -0.49 -0.32 0.29
C 22.1762 14.7884 24.9687 1.02 -1.46 -0.36
C 21.3797 14.7018 23.6657 0.66 -0.28 -0.34
C 20.2420 13.6961 23.7754 -0.43 0.13 0.51
C 19.2640 14.1220 24.7887 0.00 -0.22 0.04
N 18.5034 14.4351 25.5915 0.05 0.01 -0.07
H 21.4982 14.9470 25.7784 -0.46 0.48 0.68
H 22.9428 15.5733 24.9488 -0.25 -0.27 -0.02
H 22.6720 13.7953 25.2277 -0.39 1.17 -0.54
H 21.9839 14.3998 22.7917 0.01 0.18 0.57
H 20.9875 15.6778 23.4344 -0.28 0.46 -0.18
H 20.6455 12.7416 24.1116 -0.06 -0.19 -0.10
H 19.6741 13.5546 22.8564 0.26 -0.06 -0.07
C 17.5604 15.5598 13.3821 -0.47 -0.85 -0.96
C 17.5698 14.3899 12.3419 0.17 0.91 1.15
C 16.8595 14.7465 11.0547 -0.68 0.47 -0.60
C 15.4298 15.1380 11.2095 0.08 0.07 0.17
N 14.3189 15.4419 11.2724 0.58 -0.20 0.07
H 17.8738 15.1602 14.3321 0.39 0.09 0.39
H 16.5414 15.9341 13.5248 0.07 0.01 -0.09
H 18.1908 16.3847 13.0584 0.04 -0.06 0.08
H 17.0693 13.5272 12.7783 0.02 -0.15 0.07
H 18.6204 14.1113 12.1615 -0.45 0.01 -0.22
H 16.8191 13.8834 10.3976 0.25 -0.09 -0.29
H 17.3340 15.5833 10.5158 0.01 -0.35 0.19
```
Positions in Å, forces in eV/Å.

Values from the calculation:
Calculated total energy = -134574.3750 eV
HOMO = -10.289 eV
Gap between HOMO and LUMO = 10.021 eV
LUMO energy = -0.3 eV